[1]
Computed, not measured: a single C19H28N8O2 molecule, with the ωB97M-V functional and the def2-TZVPD basis.

Each line ends with the Mulliken charge.
Element x y z (Å)
C  -3.667  0.558  2.618  -1.6067
C  -3.681  0.282  1.140  0.5240
C  -4.764  -0.358  0.540  -0.5487
N  -4.841  -0.650  -0.753  -0.6590
C  -3.809  -0.312  -1.522  -0.8267
C  -2.677  0.327  -1.039  0.6924
C  -1.548  0.594  -1.988  0.3066
O  -1.404  -0.062  -3.012  -0.7654
N  -0.706  1.588  -1.637  -0.1937
C  0.522  1.872  -2.371  0.5363
C  0.220  2.555  -3.700  -1.6309
C  1.428  2.740  -1.503  -1.4339
C  2.023  2.073  -0.272  -0.0214
N  0.977  1.636  0.686  0.1672
C  1.469  1.432  2.017  -0.4301
O  1.170  2.174  2.913  -0.5868
C  2.290  0.172  2.290  0.3185
C  3.802  0.355  2.003  -0.7823
C  4.174  -0.818  1.080  -0.6871
C  3.037  -1.806  1.286  -0.7140
N  1.879  -0.928  1.427  0.0317
C  0.673  -1.595  1.892  -0.4326
C  0.113  -2.495  0.847  -0.1513
N  0.229  -3.834  0.847  -0.4123
N  -0.362  -4.246  -0.243  -0.6725
N  -0.799  -3.175  -0.856  0.4692
C  -1.577  -3.232  -2.080  -0.7106
N  -0.527  -2.051  -0.223  0.0837
C  -2.623  0.628  0.317  0.1706
H  -4.533  1.151  2.915  0.4313
H  -3.693  -0.370  3.191  0.3309
H  -2.770  1.108  2.905  0.3354
H  -5.616  -0.653  1.146  0.4051
H  -3.870  -0.561  -2.575  0.5237
H  -0.847  2.073  -0.767  0.3599
H  1.014  0.913  -2.573  0.3723
H  1.138  2.692  -4.273  0.4051
H  -0.470  1.952  -4.286  0.4301
H  -0.228  3.536  -3.525  0.3489
H  2.254  3.087  -2.129  0.4051
H  0.874  3.632  -1.194  0.3540
H  2.659  1.231  -0.570  0.0634
H  2.658  2.804  0.235  0.4081
H  0.717  0.704  0.359  -0.0959
H  2.143  -0.062  3.353  0.5878
H  4.023  1.318  1.543  0.2316
H  4.354  0.319  2.940  0.4000
H  4.195  -0.497  0.038  0.2320
H  5.147  -1.244  1.317  0.4057
H  2.898  -2.499  0.457  0.3796
H  3.195  -2.402  2.200  0.3865
H  0.860  -2.184  2.802  0.5951
H  -0.075  -0.836  2.139  0.3926
H  -2.637  -3.235  -1.834  0.2868
H  -1.347  -2.352  -2.674  0.2360
H  -1.313  -4.150  -2.596  0.3094
H  -1.749  1.105  0.752  0.4456

The frontier orbital gap comes out at 10.0 eV. The SMILES is Cc1cncc(C(=O)N[C@@H](C)CCNC(=O)[C@@H]2CCCN2Cc2nnn(C)n2)c1. For the maximum force, the calculation gives 0.57 eV/A. For the HOMO energy, the calculation gives -0.345 hartree. As for the LUMO energy: 0.022 Ha.

***

[2]
Computed, not measured: a molecular structure, C19H28N8O7S3Tc, with the ωB97M-V functional and the def2-TZVPD basis.

Each line ends with the Mulliken charge.
Element x y z (Å)
Tc  -0.286  -0.411  1.043  0.4510
N  1.709  1.795  -1.914  -0.4413
N  1.746  0.472  -2.375  -0.2159
C  1.264  -0.557  -1.623  0.2393
O  1.044  -1.650  -2.132  -0.6896
O  1.136  -0.294  -0.342  -0.3013
H  0.996  2.316  -2.414  0.2326
H  2.606  2.234  -2.087  0.2357
H  1.755  0.290  -3.370  0.2474
S  -2.984  0.719  2.894  -0.0775
C  -1.817  0.148  2.099  0.3479
C  2.547  1.528  1.736  -1.4295
C  1.279  2.258  1.453  1.0967
O  0.209  1.663  1.267  -0.1473
C  1.268  3.731  1.420  0.6857
C  0.081  4.402  1.117  -0.2898
C  0.049  5.783  1.090  -0.7068
C  1.201  6.508  1.373  -0.4097
C  2.382  5.852  1.684  -0.8653
C  2.418  4.468  1.706  -0.3349
H  2.433  0.466  1.546  0.0399
H  2.822  1.696  2.780  0.5189
H  3.352  1.914  1.113  0.4692
H  -0.813  3.831  0.913  0.3604
H  -0.871  6.299  0.854  0.4164
H  1.174  7.589  1.356  0.4112
H  3.275  6.418  1.913  0.4152
H  3.344  3.969  1.956  0.3558
C  0.912  -9.261  -3.929  -1.3108
C  0.191  -7.980  -3.534  -0.3499
S  1.379  -6.713  -3.151  1.3008
O  2.219  -7.177  -2.074  -0.6798
O  1.960  -6.236  -4.374  -0.6831
C  0.398  -5.373  -2.477  -0.3029
C  0.107  -5.595  -1.003  -1.3573
N  -0.537  -4.405  -0.432  0.3768
C  0.120  -3.378  0.142  0.8037
N  -0.740  -2.396  0.446  0.8072
C  -1.985  -2.823  0.090  -1.1897
C  -1.866  -4.050  -0.475  -0.0159
N  -2.929  -4.830  -1.039  1.0763
O  -4.042  -4.370  -0.922  -0.6171
O  -2.645  -5.872  -1.595  -0.6052
C  1.587  -3.357  0.356  -1.7622
H  0.176  -10.026  -4.171  0.3856
H  1.534  -9.623  -3.114  0.3611
H  1.538  -9.099  -4.804  0.3533
H  -0.431  -8.118  -2.649  0.3005
H  -0.425  -7.588  -4.343  0.3940
H  -0.511  -5.271  -3.068  0.4847
H  1.012  -4.482  -2.633  0.1607
H  1.033  -5.764  -0.462  0.3538
H  -0.543  -6.448  -0.835  0.4408
H  -2.883  -2.258  0.257  0.5999
H  1.974  -4.348  0.579  0.6007
H  1.838  -2.699  1.185  0.2811
H  2.066  -2.974  -0.544  0.2620
S  0.393  -1.318  2.959  -0.2704
C  0.362  -0.013  4.056  0.3456
N  0.338  0.868  4.796  -0.4573
N  -1.498  -0.166  -1.897  -0.6365
N  -1.708  0.244  -0.538  -0.0789
H  -2.375  -0.147  -2.407  0.3154
H  -1.107  -1.103  -1.916  0.0635
H  -2.669  0.074  -0.243  0.3697
H  -1.580  1.257  -0.525  0.2658

The frontier orbital gap (spin up / spin down) comes out at 6.9 / 6.9 eV. As for the total charge: +1. For the maximum force, the calculation gives 0.56 eV/A. For the HOMO energy (spin up / spin down), the calculation gives -0.432 / -0.432 hartree. As for the LUMO energy (spin up / spin down): -0.179 / -0.178 Ha.

***

[3]
Computed, not measured: a molecular structure, C19H28NO2P2V in a non-equilibrium geometry, with the ωB97M-V functional and the def2-TZVPD basis.

Each line ends with the Löwdin spin population.
Element x y z (Å)
V  -0.147  -0.377  0.007  2.5639
P  0.228  -1.778  1.734  0.0682
C  -1.430  -2.556  1.525  0.0259
C  -2.438  -1.935  0.600  0.0230
N  -2.079  -0.811  -0.028  0.0081
C  -2.958  -0.076  -0.736  0.0193
C  -4.261  -0.544  -0.872  -0.0023
C  -4.633  -1.762  -0.296  0.0192
C  -3.700  -2.483  0.444  -0.0016
C  -2.407  1.213  -1.302  0.0142
P  -0.660  1.071  -1.890  0.0217
H  -3.909  -3.425  0.954  -0.0001
H  -4.981  0.047  -1.446  -0.0003
H  -5.631  -2.180  -0.417  0.0010
H  -3.011  1.511  -2.170  0.0022
H  -2.425  2.019  -0.549  0.0004
H  -1.340  -3.596  1.260  0.0014
H  -1.861  -2.487  2.528  0.0027
H  0.017  -4.940  -2.687  0.0000
O  -0.454  -5.579  -3.246  0.0001
H  -1.081  -6.055  -2.665  0.0000
H  2.291  -0.778  -4.114  0.0003
O  2.169  -0.417  -3.215  0.0068
H  2.243  -1.147  -2.570  0.0048
C  -0.968  1.060  -3.679  -0.0037
H  -1.962  1.490  -3.863  -0.0006
H  -0.201  1.670  -4.178  -0.0001
H  -0.929  0.023  -4.031  -0.0001
C  0.022  2.744  -1.747  0.0032
H  0.906  2.751  -2.397  0.0000
H  -0.707  3.489  -2.091  -0.0001
H  0.348  2.931  -0.721  0.0005
C  0.384  -1.430  3.522  0.0084
H  0.786  -2.287  4.096  0.0005
H  1.078  -0.577  3.608  -0.0003
H  -0.585  -1.124  3.954  0.0001
C  1.486  -3.050  1.455  0.0118
H  2.450  -2.585  1.702  0.0005
H  1.343  -3.947  2.072  -0.0001
H  1.508  -3.308  0.390  0.0039
C  0.286  1.125  0.983  -0.0584
C  0.898  2.038  1.590  0.1440
C  1.719  2.918  2.292  0.0143
C  3.124  2.694  2.360  0.0332
C  3.926  3.548  3.103  -0.0042
C  3.361  4.645  3.769  0.0349
C  1.985  4.891  3.692  -0.0043
C  1.161  4.048  2.953  0.0339
H  3.543  1.841  1.817  0.0018
H  4.994  3.342  3.166  -0.0009
H  4.004  5.298  4.352  0.0020
H  1.552  5.740  4.220  -0.0009
H  0.092  4.243  2.870  0.0018

The frontier orbital gap (spin up / spin down) comes out at 6.5 / 7.3 eV. As for the spin multiplicity: 4. As for the total charge: +1. As for the expectation value of S²: 3.79. For the maximum force, the calculation gives 5.28 eV/A. For the HOMO energy (spin up / spin down), the calculation gives -0.358 / -0.387 hartree. As for the LUMO energy (spin up / spin down): -0.119 / -0.120 Ha.

***

[4]
Computed, not measured: a molecular structure, C19H28NPPb in a non-equilibrium geometry, with the ωB97M-V functional and the def2-TZVPD basis.

Each line ends with the Mulliken charge.
Element x y z (Å)
C  -0.305  -2.180  -4.376  -0.8202
C  0.781  -1.335  -4.120  -0.5384
C  0.941  -0.679  -2.882  0.4176
C  -0.018  -0.891  -1.853  -0.0538
C  -1.158  -1.695  -2.154  0.5175
C  -1.291  -2.339  -3.396  -0.7350
C  2.095  0.297  -2.739  -1.5634
C  1.691  1.569  -1.972  0.0309
N  1.308  2.673  -2.849  -0.1189
Pb  0.000  0.000  0.000  1.6065
C  -2.295  -1.738  -1.148  -1.4991
P  -2.311  -0.026  -0.421  0.3953
H  1.529  -1.164  -4.903  0.3603
H  -2.177  -2.952  -3.597  0.3917
H  -0.399  -2.682  -5.344  0.3615
H  -2.088  -2.431  -0.309  0.3464
H  -3.257  -2.026  -1.609  0.5004
H  2.930  -0.164  -2.192  0.4054
H  2.463  0.555  -3.747  0.4083
H  0.895  1.325  -1.223  -0.0723
C  -3.591  -0.043  0.908  -1.1812
C  -3.061  1.006  -1.752  -1.2745
H  2.578  1.903  -1.398  0.5399
C  -0.013  2.516  -3.441  -0.6556
C  1.455  3.960  -2.187  -0.9453
H  -0.083  0.395  1.762  -0.1512
H  -0.210  3.353  -4.133  0.4465
H  -0.062  1.580  -4.021  0.2007
H  -0.836  2.495  -2.683  0.0034
H  1.244  4.775  -2.902  0.3326
H  0.771  4.092  -1.310  0.2765
H  2.493  4.073  -1.827  0.3142
H  -4.078  0.663  -2.010  0.4280
H  -3.098  2.058  -1.424  0.3767
H  -2.409  0.934  -2.638  0.2724
H  -4.570  -0.373  0.517  0.3832
H  -3.267  -0.731  1.707  0.3207
H  -3.695  0.968  1.335  0.3765
H  0.071  1.135  1.401  -0.0804
C  4.099  -2.634  0.855  -0.4290
C  4.131  -1.233  0.883  -0.7134
C  3.004  -0.504  0.516  -0.2305
C  1.842  -1.165  0.115  0.2579
C  1.806  -2.565  0.070  -0.3883
C  2.941  -3.296  0.441  -0.6584
H  4.962  -3.196  1.184  0.3785
H  5.019  -0.717  1.231  0.3942
H  3.001  0.568  0.612  0.3570
H  0.894  -3.086  -0.179  0.3195
H  2.912  -4.380  0.447  0.3886

The frontier orbital gap (spin up / spin down) comes out at 5.8 / 5.8 eV. For the maximum force, the calculation gives 5.76 eV/A. For the HOMO energy (spin up / spin down), the calculation gives -0.204 / -0.203 hartree. As for the LUMO energy (spin up / spin down): 0.010 / 0.010 Ha.

***

[5]
Computed, not measured: a molecular structure, C19H29AuN2O in a non-equilibrium geometry, with the ωB97M-V functional and the def2-TZVPD basis.

Each line ends with the Löwdin spin population.
Element x y z (Å)
C  -3.673  0.514  -0.589  0.3348
H  -3.789  1.508  -0.144  0.0379
H  -4.046  0.506  -1.617  0.0165
H  0.428  0.084  0.481  -0.0003
C  -4.276  -0.568  0.311  0.0703
H  -3.721  -1.498  0.141  0.0165
H  -4.073  -0.261  1.345  0.0016
C  -5.772  -0.822  0.139  0.0346
H  -6.040  -1.772  0.611  0.0032
H  -6.360  -0.035  0.616  0.0008
H  -6.048  -0.878  -0.917  0.0002
C  1.795  -0.701  -1.242  0.0897
C  0.784  -1.677  -1.395  0.2507
C  -0.353  -1.073  -2.023  0.1958
C  -0.020  0.356  -2.234  0.1890
C  1.326  0.533  -1.743  0.2566
C  2.123  1.775  -1.794  0.0430
C  -0.568  1.167  -3.358  0.0189
C  -1.308  -1.840  -2.870  0.0208
C  0.926  -3.105  -1.036  0.0416
C  3.136  -0.931  -0.645  0.0060
Au  -1.605  0.258  -0.558  0.2836
H  -0.291  2.222  -3.244  0.0011
H  -0.169  0.837  -4.332  0.0091
H  -1.660  1.103  -3.397  0.0044
H  1.561  2.578  -2.289  -0.0004
H  2.385  2.128  -0.782  0.0157
H  3.065  1.627  -2.346  0.0125
H  3.118  -1.752  0.086  0.0008
H  3.871  -1.197  -1.421  0.0027
H  3.510  -0.031  -0.134  0.0010
H  -0.047  -3.614  -1.079  0.0000
H  1.615  -3.631  -1.718  0.0160
H  1.321  -3.225  -0.014  0.0106
H  -2.228  -1.273  -3.048  0.0039
H  -0.871  -2.098  -3.850  0.0101
H  -1.580  -2.788  -2.386  0.0018
N  2.832  3.133  4.633  0.0000
C  2.394  2.940  3.346  0.0000
O  2.471  3.808  2.483  0.0001
C  1.876  1.573  3.042  0.0000
C  2.048  0.445  3.867  -0.0002
C  1.552  -0.799  3.469  0.0001
C  0.919  -0.929  2.238  0.0004
N  0.805  0.174  1.450  -0.0023
C  1.252  1.412  1.820  0.0002
H  3.059  4.081  4.884  0.0000
H  2.536  2.527  5.379  0.0000
H  2.575  0.538  4.816  0.0000
H  1.654  -1.681  4.090  0.0000
H  0.497  -1.859  1.854  0.0004
H  1.064  2.210  1.104  0.0003

The frontier orbital gap (spin up / spin down) comes out at 7.4 / 6.3 eV. As for the spin multiplicity: 3. As for the total charge: +2. As for the expectation value of S²: 2.02. For the maximum force, the calculation gives 2.07 eV/A. For the HOMO energy (spin up / spin down), the calculation gives -0.536 / -0.556 hartree. As for the LUMO energy (spin up / spin down): -0.265 / -0.323 Ha.

***

[6]
Computed, not measured: a gas-phase ion, C19H29BF7NO4PSi (charge -1), with the ωB97M-V functional and the def2-TZVPD basis.

Each line ends with the Mulliken charge.
Element x y z (Å)
C  -0.633  3.785  2.465  -1.1400
C  -0.575  2.647  1.423  -0.3124
N  -0.276  1.317  1.921  -0.3833
B  -1.421  0.429  2.335  0.5170
C  -2.417  0.936  3.578  0.8759
F  -3.120  2.078  3.253  -0.3684
F  -3.367  -0.028  3.850  -0.3352
C  -1.733  1.220  4.959  0.6856
F  -2.055  0.301  5.896  -0.2872
F  -0.375  1.207  4.855  -0.2482
F  -2.055  2.437  5.472  -0.2930
O  -0.999  -0.949  2.708  -0.7391
C  -1.012  -1.714  1.579  -1.4311
O  0.212  -1.728  0.876  0.0742
C  1.086  -2.768  1.257  -0.2831
C  1.846  -2.456  2.544  -1.2090
C  -2.158  -1.089  0.729  1.4447
P  -3.768  -1.994  1.181  0.2985
O  -4.978  -1.171  1.410  -0.6862
C  -1.980  -1.145  -0.787  0.5789
F  -3.186  -0.772  -1.366  -0.4028
F  -1.801  -2.475  -1.153  -0.4140
C  -0.909  -0.264  -1.390  -0.5192
C  -0.779  -0.455  -2.905  -0.9570
Si  0.629  0.502  -3.667  0.4361
C  0.346  2.354  -3.488  -1.2852
C  0.747  0.056  -5.499  -1.3032
C  2.254  0.039  -2.845  0.4320
C  3.318  0.933  -2.779  -0.3886
C  4.520  0.587  -2.194  -0.6159
C  4.685  -0.674  -1.660  -0.4961
C  3.645  -1.580  -1.715  -0.5631
C  2.442  -1.225  -2.300  -0.0098
O  -2.326  0.215  1.149  -0.7652
H  -0.316  3.436  3.446  0.1861
H  -1.645  4.171  2.584  0.2302
H  0.004  4.623  2.181  0.3970
H  0.181  2.927  0.679  0.3714
H  -1.520  2.600  0.884  0.2039
H  0.479  1.346  2.591  0.2267
H  -1.244  -2.760  1.825  0.6699
H  0.522  -3.700  1.378  0.3371
H  1.779  -2.903  0.428  0.1843
H  2.010  -1.383  2.614  0.2130
H  1.273  -2.758  3.419  0.2986
H  2.803  -2.978  2.561  0.4181
H  -3.374  -2.772  2.290  0.0238
H  -3.980  -2.942  0.160  0.0053
H  -1.238  0.756  -1.189  0.2073
H  0.030  -0.434  -0.882  0.4236
H  -0.653  -1.513  -3.153  0.4559
H  -1.703  -0.142  -3.398  0.4965
H  0.525  2.884  -4.423  0.3510
H  -0.662  2.584  -3.146  0.3665
H  1.031  2.770  -2.747  0.3226
H  0.738  0.938  -6.139  0.3319
H  -0.075  -0.591  -5.805  0.3436
H  1.671  -0.487  -5.706  0.3453
H  3.197  1.928  -3.190  0.3333
H  5.325  1.307  -2.155  0.3744
H  5.622  -0.942  -1.193  0.3779
H  3.773  -2.566  -1.290  0.3440
H  1.639  -1.952  -2.317  0.2546

The frontier orbital gap comes out at 7.5 eV. As for the total charge: -1. For the maximum force, the calculation gives 0.62 eV/A. For the HOMO energy, the calculation gives -0.182 hartree. As for the LUMO energy: 0.093 Ha.